# 1
91
Properties=species:S:1:pos:R:3 method="wB97M-V/def2-TZVPD" lumo_energy_ha=0.0093 homo_energy_ev=-6.9 relative_energy_kcal_mol=0.0
Pd -0.53598 0.63952 1.09748
Br 0.29315 -0.61551 -1.12878
Ge -0.44856 3.65480 1.59380
S -2.10775 -3.07025 -1.55920
S -3.35822 0.03923 2.09319
O 1.45230 0.55324 1.44154
O -2.62744 0.72994 0.95075
O -2.59473 -1.66846 -1.41406
C 2.10562 -0.15668 -0.74001
C -2.95896 -3.75744 -2.97978
C -5.95680 0.33208 2.90512
C -3.01705 -4.03567 -0.31871
C 3.04363 -0.39531 -1.71767
C -2.14579 4.03053 0.68051
C 5.02264 0.21779 -3.88834
C -6.69832 1.78351 0.65224
C 0.97925 3.57134 0.25165
C 6.80373 0.17865 -2.16633
C -2.29585 -2.40894 1.55226
C 3.74017 0.72416 0.76306
C 5.04002 2.64049 1.72964
C 2.37575 0.39706 0.52869
C -5.04041 0.60685 1.90000
C 5.28741 0.34060 2.68677
C -3.61437 -1.65356 1.51798
C 3.26902 1.69192 3.15028
C -0.02978 5.17141 2.77782
C -3.22461 -5.50024 -4.59576
C -5.39014 1.33708 0.77686
C -7.26258 0.77532 2.76589
C 4.29680 1.33665 2.06694
C 4.67198 0.45967 -0.23862
C -0.61590 1.97209 2.57851
C -3.97704 -3.02479 -3.56288
C -4.25958 -4.78178 -5.18226
C -2.56272 -4.98471 -3.49268
C -7.63132 1.50046 1.64000
C 5.56627 -1.91259 -2.69471
C 4.37636 -0.08814 -1.47993
C 5.43432 -0.39049 -2.54074
C -4.63148 -3.54638 -4.67107
C -2.42735 -3.85427 1.07377
H -2.07806 4.96530 0.12076
H -1.73845 -5.52649 -3.04155
H 0.18574 6.05252 2.16981
H -8.64858 1.85501 1.53813
H -2.96685 4.11832 1.39481
H 0.66276 2.99243 -0.61733
H -1.43324 -4.30766 1.09315
H 1.24000 4.57948 -0.07797
H 5.86314 2.48263 1.03189
H 0.22280 1.77696 3.24839
H 5.71603 0.75768 3.60214
H -4.77045 -5.18308 -6.04789
H 0.85137 4.95147 3.38299
H 6.75753 1.25905 -2.01376
H -4.02213 -1.57259 0.50811
H 4.61374 -2.36008 -2.98467
H -3.04585 -4.42089 1.77669
H 3.80790 2.11429 4.00463
H -0.85655 5.40946 3.44843
H 5.87739 -2.36692 -1.75200
H -2.92658 -6.45638 -5.00553
H 6.10765 0.10513 2.00606
H -2.96745 -5.08161 -0.62607
H -4.05522 -3.70169 -0.38974
H -1.90293 -2.41427 2.57257
H 4.78035 -0.59277 2.93991
H -1.55455 1.91370 3.13794
H -2.37548 3.22291 -0.01522
H 2.72506 -0.83110 -2.65671
H 2.70803 0.82325 3.48477
H 4.87677 1.29562 -3.79598
H 6.30736 -2.16004 -3.45995
H 5.70387 0.70414 -0.02504
H -5.42914 -2.98439 -5.13884
H -5.65253 -0.21247 3.79216
H 1.87008 3.09594 0.66068
H -6.98570 2.35973 -0.21722
H 5.79987 0.03647 -4.63509
H 7.19977 -0.28176 -1.25886
H 7.51323 -0.01974 -2.97243
H 4.35475 3.36471 1.28386
H -4.35795 -2.08557 2.19582
H 5.45295 3.07898 2.64178
H -7.98797 0.56738 3.54119
H 2.55393 2.43308 2.79773
H -4.63996 1.55671 0.02909
H -4.23135 -2.05707 -3.14839
H -1.56654 -1.87804 0.93850
H 4.09577 -0.21692 -4.26494

# 2
100
Properties=species:S:1:pos:R:3 method="wB97M-V/def2-TZVPD" lumo_energy_ha=-0.1590 homo_energy_ev=-10.1 total_charge=+1 relative_energy_kcal_mol=44.4
W 0.11864 -0.08026 0.95956
S -2.10544 1.50132 -1.99349
S 1.49532 1.43790 2.39642
S -1.02108 2.09019 0.83622
Si 1.25408 -1.09976 -2.32856
Si 2.02846 1.83732 -1.46322
Si 3.02226 -0.50887 0.20673
F -0.85991 1.20206 4.64828
F -3.02536 -1.99044 3.08991
F -3.12674 -1.07625 5.03549
F -2.93406 0.15998 3.27431
F -0.93914 -0.31141 6.19219
F 0.85188 -0.07109 5.01307
O -0.50627 -0.65481 2.67495
O 2.16865 -0.95725 1.62935
N -2.59822 2.79374 -4.22873
N -2.22725 -0.63680 0.41483
C 0.65706 2.91809 2.75674
C -3.27376 0.18538 0.25238
C -3.16367 3.05101 -5.43061
C -0.56324 -2.47454 4.30648
C 0.97210 2.69698 -2.78121
C -1.33884 4.38797 2.32613
C -4.50736 -0.22542 -0.21547
C -4.66327 -1.53769 -0.61316
C 0.58159 -4.59585 1.42131
C 2.82172 -1.17503 -3.40045
C -4.06733 2.18865 -5.96378
C 4.38971 0.65579 0.79151
C -0.46694 3.19145 2.09342
C -0.98957 -1.06602 3.90571
C 0.79438 -2.92630 -2.07977
C 3.95306 -2.07408 -0.30577
C 2.79657 -1.29739 2.86553
C -0.71505 -5.06106 1.28787
C 1.29489 3.79761 3.79164
C 1.49011 0.07602 -0.77047
C -0.49123 -0.04605 4.96332
C -0.09305 -0.59882 -3.56029
C -4.39830 1.02603 -5.23422
C -3.81771 0.78209 -4.02207
C -0.06944 -2.32029 0.73509
C 0.87798 -3.27109 1.14090
C 3.73495 1.65833 -2.30323
C -2.42336 -1.94521 0.14572
C -3.60370 -2.40583 -0.42465
C -1.68122 -4.17996 0.84582
C -2.87552 1.68815 -3.47331
C -2.53949 -0.98896 3.84443
C -1.35991 -2.85004 0.57189
C 2.22130 3.27475 -0.24654
H 4.45059 2.34829 -1.85421
H -2.86480 3.96592 -5.92065
H 1.40031 -3.45897 -1.35174
H -0.97034 -6.08617 1.51920
H -1.06702 -2.75969 5.22894
H -1.92799 4.60707 1.43674
H 1.37193 -5.26020 1.74593
H 4.15663 0.65627 -2.23135
H -3.69338 -3.44401 -0.70407
H 4.37989 -2.56777 0.56945
H -0.01209 2.95173 -2.39779
H -5.31073 0.49335 -0.27752
H -4.52070 2.39764 -6.91974
H 5.14813 0.08568 1.33170
H 3.73046 -1.35928 -2.82916
H 2.71970 -1.98952 -4.11855
H 3.68792 -1.89495 2.67461
H 0.86733 2.12488 -3.70227
H 1.50702 4.78506 3.37890
H -0.82723 -3.16941 3.51134
H -0.24748 -3.03900 -1.79028
H -0.73892 5.26151 2.57937
H 3.33863 -2.80150 -0.83401
H -3.15106 1.20228 0.58286
H -1.92530 3.43437 -3.82989
H 0.51181 -2.50436 4.46624
H 0.91852 -3.43180 -3.03985
H 0.12461 -1.07778 -4.51814
H 2.76289 3.03903 0.66445
H 3.68037 1.91163 -3.36249
H -2.70242 -4.52053 0.75144
H 1.48702 3.62854 -3.02962
H 0.64354 3.91416 4.65843
H 3.07392 -0.39846 3.41284
H 4.78677 -1.81555 -0.95999
H 2.76800 4.07261 -0.75430
H 4.88322 1.14717 -0.04443
H -5.11133 0.32553 -5.64801
H -2.02901 4.19103 3.14935
H 1.91981 -3.00154 1.21800
H 2.23222 3.35327 4.12232
H 4.01571 1.42750 1.45981
H -4.04271 -0.10317 -3.44620
H -0.14680 0.47061 -3.73492
H 2.96950 -0.25903 -3.97279
H 1.25173 3.67941 0.03802
H -1.07867 -0.93544 -3.24121
H 2.09750 -1.87749 3.46346
H -5.59696 -1.89313 -1.02844